(1)
The following is a DFT calculation (wB97M-V/def2-TZVPD) of a cluster of 5 separate species, C30H68BClF5O12PS in total.

As for the SMILES: CCCCCCCP(Cl)(CCC(C)C)(B(O)O)S(=O)(=O)C(F)(F)C(F)(F)F.COCCOC.COCCOC.COCCOC.COCCOC. The energy above the lowest of the compared OMol25 structures with the same formula, charge and spin is 0.0 kcal per mole. As for the electronic energy: -103691.473 eV.

XYZ file:
```
119
Properties=species:S:1:pos:R:3:forces:R:3
C -4.1886 0.4398 4.1833 0.22 -0.17 -0.09
C -4.0716 -0.7907 3.2780 -0.15 0.14 -0.11
C -5.0145 -1.9422 3.6341 0.05 -0.02 -0.03
C -4.7948 -2.5465 5.0220 0.02 0.20 0.04
C -3.3661 -3.0297 5.3293 -0.05 -0.13 0.03
C -2.6026 -3.6686 4.1551 0.10 -0.05 0.04
C -1.7831 -4.9021 4.5964 -0.19 0.21 0.08
P -0.1380 -5.0491 3.8292 0.62 0.07 0.55
Cl 0.9652 -4.8306 5.8019 -0.09 -0.03 -0.11
C 0.6235 -3.5511 3.1287 -0.04 0.15 -0.13
C 2.1516 -3.5606 3.0404 0.00 0.01 0.01
C 2.7144 -2.2145 2.5695 0.12 0.04 -0.04
C 2.4707 -1.0976 3.5832 -0.14 -0.05 0.04
C 2.2193 -1.8288 1.1775 -0.21 -0.12 0.07
B 0.6214 -6.8404 3.8202 -0.22 -0.09 0.04
O 1.8874 -6.9890 3.3914 -0.01 -0.01 -0.18
O -0.2090 -7.8302 4.2600 0.29 -0.28 -0.18
S -1.2963 -5.5687 1.8363 0.08 0.00 -0.46
O -2.0642 -6.7774 2.0837 -0.12 -0.08 0.05
O -1.9280 -4.4199 1.2204 -0.12 0.02 -0.04
C -0.0345 -6.1418 0.5413 -0.26 0.06 -0.03
F 0.0735 -7.4722 0.6128 0.05 -0.39 0.02
F 1.1674 -5.6131 0.8316 0.26 0.27 0.09
C -0.3884 -5.7578 -0.9077 0.02 0.03 -0.08
F -0.3041 -4.4429 -1.0808 0.04 -0.04 -0.04
F 0.4831 -6.3470 -1.7434 -0.11 0.07 0.08
F -1.6129 -6.1731 -1.2096 0.01 -0.01 -0.02
H -5.0181 1.0765 3.8717 -0.05 -0.04 0.13
H -3.2782 1.0363 4.1202 -0.10 0.11 0.00
H -4.3282 0.1609 5.2293 -0.03 0.05 -0.01
H -3.0353 -1.1373 3.2541 -0.05 -0.05 0.08
H -4.2999 -0.4861 2.2521 0.10 -0.02 -0.01
H -6.0487 -1.5881 3.5686 0.02 0.00 0.04
H -4.9220 -2.7208 2.8717 0.00 0.03 0.00
H -5.0517 -1.7880 5.7666 -0.04 -0.10 0.06
H -5.5058 -3.3610 5.1832 0.04 -0.05 -0.14
H -2.7811 -2.1983 5.7322 0.05 -0.03 -0.07
H -3.4263 -3.7619 6.1393 -0.05 0.06 0.04
H -1.9329 -2.9286 3.7167 -0.08 0.04 -0.05
H -3.2779 -3.9513 3.3508 -0.01 -0.07 0.04
H -1.5808 -4.8643 5.6640 0.02 -0.01 -0.02
H -2.3081 -5.8375 4.3949 0.00 0.01 -0.02
H 0.2807 -2.7360 3.7727 0.04 -0.07 0.07
H 0.1909 -3.3780 2.1420 -0.07 -0.01 0.04
H 2.5824 -3.7986 4.0125 -0.05 -0.03 0.00
H 2.4731 -4.3339 2.3433 -0.03 -0.06 0.00
H 3.7970 -2.3710 2.5027 -0.01 0.03 0.00
H 2.6480 -1.4440 4.6042 0.09 0.05 -0.02
H 1.4368 -0.7410 3.5391 0.03 0.00 -0.02
H 3.1172 -0.2408 3.3873 -0.02 -0.01 0.00
H 1.1742 -1.5036 1.2082 0.05 0.06 0.02
H 2.2713 -2.6847 0.5016 0.14 0.08 -0.07
H 2.8111 -1.0128 0.7614 -0.01 -0.03 -0.03
H 2.1368 -7.9151 3.2683 0.04 0.05 0.19
H -0.8153 -8.2029 3.6057 -0.18 0.24 0.11
C 7.3381 -4.8875 -1.6001 0.00 0.00 0.00
O 6.8369 -5.7260 -0.5767 -0.05 -0.01 -0.02
C 6.4772 -5.0347 0.6054 0.06 -0.02 0.00
C 4.9848 -4.8046 0.7000 -0.07 0.01 0.01
O 4.5106 -3.9404 -0.3182 0.05 -0.02 0.03
C 3.9020 -4.6187 -1.4027 0.01 0.03 -0.03
H 7.3902 -5.4846 -2.5088 0.02 -0.01 0.01
H 6.6861 -4.0275 -1.7723 0.00 0.00 -0.01
H 8.3439 -4.5285 -1.3558 -0.01 0.02 0.01
H 7.0017 -4.0746 0.6628 0.00 0.00 0.00
H 6.7941 -5.6446 1.4568 0.00 0.01 0.01
H 4.7632 -4.3375 1.6648 0.01 -0.01 0.00
H 4.4580 -5.7649 0.6621 0.00 0.00 0.01
H 2.9164 -5.0026 -1.1229 -0.02 -0.03 0.02
H 4.5194 -5.4483 -1.7551 0.00 0.01 -0.01
H 3.7806 -3.8954 -2.2076 -0.02 0.00 0.01
C -3.5252 3.1901 1.5831 -0.01 -0.03 0.01
O -2.6348 3.1206 2.6822 0.04 0.11 0.00
C -1.2781 2.9653 2.3089 -0.03 -0.11 0.02
C -0.5111 4.2661 2.3943 0.06 0.02 -0.05
O -0.9936 5.2177 1.4619 -0.06 0.05 0.07
C -1.8421 6.2011 2.0251 0.00 -0.01 0.01
H -4.4905 3.5107 1.9717 0.00 -0.02 0.00
H -3.1831 3.9041 0.8303 0.00 0.00 0.00
H -3.6421 2.2079 1.1118 0.02 0.00 -0.01
H -1.2048 2.5624 1.2927 0.01 0.01 0.00
H -0.8223 2.2423 2.9939 0.00 0.00 -0.01
H 0.5390 4.0696 2.1562 0.00 0.01 0.01
H -0.5581 4.6685 3.4115 -0.02 -0.01 0.00
H -1.2666 6.9291 2.6069 0.00 -0.02 0.02
H -2.6045 5.7530 2.6664 -0.01 0.00 -0.01
H -2.3290 6.7180 1.1994 0.01 0.01 0.00
C 0.1695 5.3462 -4.8955 0.01 0.02 -0.03
O 0.9344 5.6752 -3.7521 0.01 -0.07 0.02
C 0.1499 6.0147 -2.6204 0.03 0.07 -0.03
C 0.0259 4.8752 -1.6351 -0.07 -0.10 -0.01
O -0.6823 3.7710 -2.1844 0.00 0.01 -0.03
C 0.1531 2.7317 -2.6511 0.00 0.00 -0.01
H 0.8503 4.9058 -5.6232 0.01 0.02 0.00
H -0.6170 4.6241 -4.6631 0.00 0.00 0.00
H -0.2871 6.2401 -5.3357 -0.04 -0.02 0.01
H -0.8481 6.3395 -2.9348 0.00 0.00 0.00
H 0.6387 6.8574 -2.1221 -0.02 0.00 0.01
H -0.5281 5.2108 -0.7569 0.06 0.02 -0.01
H 1.0222 4.5580 -1.3059 0.00 0.01 0.00
H 0.6007 2.1801 -1.8156 0.02 0.02 0.00
H 0.9538 3.1121 -3.2906 0.00 -0.01 -0.01
H -0.4692 2.0477 -3.2264 -0.01 -0.01 0.02
C -2.3074 6.8615 -9.3706 0.00 0.00 0.00
O -1.4056 6.8003 -8.2825 0.00 0.05 0.02
C -0.0470 6.6899 -8.6691 -0.02 -0.08 0.04
C 0.6796 8.0141 -8.5848 0.05 0.05 -0.01
O 0.1760 8.9601 -9.5109 -0.05 -0.04 -0.02
C -0.7116 9.9022 -8.9405 0.00 0.01 0.00
H -3.2792 7.1421 -8.9682 0.00 -0.02 0.00
H -1.9969 7.6037 -10.1101 -0.01 0.01 0.00
H -2.3975 5.8862 -9.8614 0.02 0.00 -0.01
H 0.0325 6.2861 -9.6841 -0.01 0.01 0.00
H 0.4323 5.9824 -7.9856 0.02 0.00 -0.02
H 1.7360 7.8517 -8.8182 0.00 0.00 0.01
H 0.6153 8.4056 -7.5637 0.00 0.00 0.00
H -0.1713 10.6242 -8.3184 0.00 -0.02 0.02
H -1.4804 9.4169 -8.3342 -0.01 0.00 -0.01
H -1.1875 10.4350 -9.7620 0.02 0.01 0.00
```
Forces are in eV/Å.


(2)
The following is a DFT calculation (wB97M-V/def2-TZVPD) of a cluster of 6 separate species, C30H68N2O14 in total in a non-equilibrium geometry.

As for the SMILES: [H]/N=C\COC(=O)N(CCC)CCCC(=O)O.COCCOC.COCCOC.COCCOC.COCCOC.COCCOC. As for the electronic energy: -63851.016 eV.

XYZ file:
```
114
Properties=species:S:1:pos:R:3:forces:R:3
H 5.2854 -0.4593 -3.7601 0.07 -0.02 0.05
N 5.9868 0.1826 -4.1402 -0.10 -0.06 0.03
C 5.5027 0.7641 -5.1454 0.21 -0.10 0.23
C 4.1374 0.5622 -5.7213 0.13 0.47 0.20
O 3.4262 -0.4333 -5.0145 -0.30 -0.55 -0.14
C 2.2209 -0.0091 -4.5278 -0.78 0.59 1.62
O 2.1499 0.7745 -3.5946 0.55 -0.32 -1.19
N 1.0928 -0.5653 -5.0893 1.09 0.46 -0.93
C 1.2533 -1.4366 -6.2570 -0.70 -0.73 0.08
C 0.7331 -2.8504 -5.9737 0.48 -0.01 0.01
C 1.3384 -3.4279 -4.6878 0.08 0.21 -0.47
C -0.0227 0.3817 -5.1431 -0.48 -0.26 0.31
C -1.3581 -0.2511 -5.5127 -0.32 0.83 0.22
C -2.5075 0.6289 -4.9667 0.96 -0.46 -0.09
C -3.1418 0.1569 -3.6878 -1.15 1.50 1.29
O -3.7975 0.9105 -2.9782 0.55 -1.47 -1.76
O -2.9385 -1.1552 -3.3543 0.23 0.22 -0.76
H 6.1072 1.5006 -5.6628 0.16 0.15 -0.19
H 4.2276 0.3098 -6.7755 -0.07 -0.27 -0.20
H 3.6119 1.5132 -5.6651 -0.12 0.20 0.02
H 2.2862 -1.5395 -6.5478 0.34 0.24 0.14
H 0.7181 -1.0483 -7.1181 -0.11 0.39 -0.11
H -0.3480 -2.8740 -5.9800 -0.27 -0.02 0.15
H 1.0527 -3.4682 -6.8078 -0.04 -0.10 -0.27
H 1.7320 -4.4182 -4.8740 -0.10 -0.36 0.15
H 0.6417 -3.4499 -3.8633 -0.15 -0.07 0.25
H 2.1885 -2.8185 -4.4030 0.20 0.09 0.25
H 0.2080 1.1762 -5.8544 0.05 0.14 -0.19
H -0.1385 0.8638 -4.1836 0.25 -0.08 0.39
H -1.4598 -1.2377 -5.0912 0.09 -0.34 -0.07
H -1.4574 -0.2680 -6.5895 -0.01 -0.43 -0.29
H -3.2716 0.7335 -5.7262 -0.49 -0.08 0.03
H -2.1382 1.6287 -4.7784 -0.06 0.34 0.09
H -3.7830 -1.6005 -3.2680 -0.32 -0.02 0.57
C 0.1044 -0.0391 -1.3015 0.02 -0.02 -0.04
O -0.9718 0.8699 -1.4877 0.05 -0.10 -0.06
C -2.0981 0.5874 -0.6714 -0.17 0.22 0.10
C -2.1338 1.4613 0.5622 0.03 -0.19 0.17
O -1.0464 1.2055 1.4360 0.13 0.03 -0.06
C 0.0159 2.1362 1.2993 -0.03 0.03 0.11
H 0.9960 0.4069 -1.7345 -0.08 -0.01 -0.02
H 0.2855 -0.2443 -0.2437 -0.08 0.01 0.01
H -0.1091 -0.9823 -1.8207 0.03 -0.05 0.05
H -2.1110 -0.4697 -0.3880 0.07 -0.04 0.05
H -2.9915 0.7883 -1.2692 0.24 -0.06 0.43
H -3.0519 1.2439 1.1177 -0.02 0.02 -0.03
H -2.1558 2.5175 0.2755 0.02 0.03 -0.03
H -0.2283 3.0761 1.8029 0.03 0.05 -0.07
H 0.2511 2.3382 0.2522 -0.03 -0.02 -0.02
H 0.8964 1.7090 1.7768 -0.02 -0.04 0.04
C 0.7754 7.5638 5.1474 -0.01 0.06 0.00
O 0.1422 8.1608 4.0301 0.01 -0.11 0.02
C 0.7721 7.8599 2.7958 -0.14 0.20 0.02
C 0.0650 6.7481 2.0526 0.18 -0.20 -0.11
O 0.1385 5.5125 2.7439 -0.07 0.12 0.15
C -1.0373 5.2199 3.4831 -0.04 -0.07 -0.04
H 0.0807 7.6136 5.9843 -0.01 0.04 0.00
H 1.0264 6.5179 4.9595 0.00 -0.01 -0.01
H 1.6863 8.1125 5.4109 0.03 -0.04 0.01
H 1.8236 7.6013 2.9523 0.02 -0.04 0.01
H 0.7353 8.7676 2.1856 0.03 -0.01 -0.02
H 0.5566 6.6066 1.0849 -0.02 0.03 -0.01
H -0.9776 7.0217 1.8634 -0.03 0.03 0.03
H -1.8252 4.8585 2.8123 -0.06 0.04 0.05
H -1.4048 6.0881 4.0322 -0.01 0.02 -0.02
H -0.8006 4.4301 4.1943 0.05 -0.04 -0.04
C 1.8000 -4.9634 -1.1865 0.00 0.02 -0.13
O 0.4203 -5.2200 -1.3969 0.09 0.06 0.11
C -0.0310 -6.4032 -0.7637 -0.16 0.11 -0.17
C -0.7420 -6.1108 0.5402 0.07 -0.14 0.21
O 0.1203 -5.5342 1.5088 0.00 0.05 -0.20
C -0.0008 -4.1224 1.5854 0.03 0.01 0.11
H 1.9830 -3.9214 -1.4453 -0.02 0.00 -0.04
H 2.0933 -5.1254 -0.1471 -0.03 -0.01 0.02
H 2.4102 -5.6018 -1.8340 0.04 -0.01 0.05
H 0.8039 -7.0888 -0.5997 0.03 -0.03 0.03
H -0.7369 -6.8903 -1.4440 0.00 -0.03 0.02
H -1.1157 -7.0524 0.9554 -0.02 0.00 -0.02
H -1.6014 -5.4580 0.3611 -0.02 0.02 -0.04
H -0.9013 -3.8441 2.1428 -0.02 0.03 -0.04
H -0.0324 -3.6628 0.5958 0.00 -0.01 -0.01
H 0.8689 -3.7446 2.1205 0.00 -0.03 0.03
C 5.3521 -8.7905 0.7783 -0.02 0.00 -0.06
O 4.2353 -7.9623 0.5092 0.05 0.00 0.11
C 3.0902 -8.2890 1.2812 -0.01 0.12 -0.20
C 2.9214 -7.3739 2.4724 -0.02 -0.13 0.25
O 3.9760 -7.5312 3.4107 0.09 0.01 -0.13
C 4.9765 -6.5357 3.3045 -0.02 0.02 0.08
H 6.2323 -8.3009 0.3649 -0.01 0.01 -0.04
H 5.4994 -8.9353 1.8504 -0.01 0.00 0.01
H 5.2315 -9.7665 0.2953 0.02 -0.03 0.04
H 3.1301 -9.3330 1.6068 0.03 -0.01 0.04
H 2.2210 -8.1738 0.6287 -0.04 -0.03 0.02
H 1.9911 -7.6335 2.9847 -0.04 0.04 -0.04
H 2.8414 -6.3324 2.1496 -0.01 0.01 -0.04
H 4.6381 -5.5997 3.7627 0.01 0.03 -0.05
H 5.2547 -6.3471 2.2654 -0.01 0.00 -0.02
H 5.8536 -6.8895 3.8443 -0.02 -0.02 0.04
C -4.7037 7.0570 3.6539 0.10 -0.01 -0.02
O -4.2187 6.4313 4.8290 -0.13 0.01 -0.03
C -4.5295 7.1446 6.0148 0.22 -0.15 0.02
C -5.7240 6.5580 6.7342 -0.17 0.15 0.06
O -6.9165 6.6807 5.9769 0.08 -0.04 -0.10
C -7.2687 5.4978 5.2824 -0.06 0.00 0.03
H -4.6727 6.3206 2.8521 0.04 -0.01 0.01
H -5.7317 7.4043 3.7748 -0.01 0.00 0.01
H -4.0652 7.9044 3.3803 -0.04 0.03 -0.01
H -4.6994 8.2023 5.7942 -0.04 0.02 -0.01
H -3.6574 7.0739 6.6722 -0.01 0.03 0.02
H -5.8752 7.1090 7.6674 0.03 -0.02 0.01
H -5.5362 5.5104 6.9883 0.03 -0.03 -0.02
H -7.7173 4.7692 5.9666 0.04 -0.04 -0.01
H -6.4071 5.0445 4.7881 0.02 0.00 0.00
H -8.0062 5.7657 4.5277 -0.03 0.03 0.02
```
Forces are in eV/Å.


> Which of these has the highest electronic energy?

C30H68N2O14